Here is a molecular structure, C37H23Br4N9O2ReS from the OMol25 dataset. Energies are from the ωB97M-V functional and the def2-TZVPD basis.

```
77
Properties=species:S:1:pos:R:3:forces:R:3:lowdin_charge:R:1
Re -1.93245 -0.01344 -0.74034 0.670 0.811 0.229 1.44
C 4.20130 -1.00468 -1.98893 -0.032 0.009 0.033 -0.06
C 4.47738 -0.27259 -0.84931 0.011 -0.207 0.120 -0.08
C 3.44146 0.11645 -0.00963 -0.028 0.001 0.053 -0.02
C 2.15351 -0.25694 -0.34850 0.103 0.063 0.044 -0.20
N 1.87856 -0.93965 -1.46325 -0.046 -0.089 0.042 0.16
C 2.87138 -1.30338 -2.25990 0.023 0.013 -0.028 -0.10
N 0.53602 0.64286 1.70381 -0.109 0.059 0.051 0.08
C -0.47952 -0.44932 1.98528 0.357 -0.137 -0.011 -0.26
N -1.77281 -0.22307 1.27351 -0.009 -0.386 -0.754 -0.02
C -2.80627 -0.53906 2.08784 -0.349 -0.033 -0.066 -0.28
N -4.07909 -0.57643 1.84523 0.145 -0.077 0.289 0.16
C -4.67741 -0.46704 0.63161 -0.041 -0.154 -0.349 -0.30
C -6.08858 -0.52415 0.64328 0.008 0.090 0.023 0.00
C -6.80248 -0.50033 -0.52174 0.055 0.014 0.000 -0.06
C -6.10647 -0.44254 -1.73368 -0.034 -0.040 0.098 -0.05
C -4.74176 -0.38283 -1.69816 -0.113 0.063 -0.260 -0.12
N -4.01857 -0.37598 -0.55096 -0.269 0.065 0.299 -0.05
C -2.28928 -0.86512 3.41896 0.318 0.058 0.086 -0.10
C -2.99687 -1.21151 4.55448 -0.092 -0.011 -0.022 0.00
C -2.28266 -1.46313 5.71351 -0.005 -0.010 0.028 -0.07
C -0.89595 -1.36973 5.70990 0.043 0.044 -0.034 -0.06
C -0.18956 -1.04462 4.55714 0.020 -0.078 0.059 0.00
C -0.89814 -0.79233 3.39031 -0.258 0.091 -0.064 -0.05
H 4.98584 -1.33287 -2.65642 0.003 -0.001 -0.008 0.11
H 5.49758 -0.00568 -0.60274 0.003 0.024 -0.002 0.11
H 3.64226 0.69776 0.87599 -0.023 0.020 -0.011 0.11
H 2.58736 -1.86048 -3.14721 0.024 -0.001 0.005 0.12
H -6.56143 -0.59119 1.61154 -0.004 0.001 0.002 0.11
H -7.88389 -0.53289 -0.50887 0.000 -0.021 0.024 0.11
H -6.62175 -0.44105 -2.68262 0.040 -0.005 -0.023 0.11
H -4.17290 -0.32832 -2.61652 0.089 0.053 0.072 0.11
H -4.07571 -1.28009 4.51663 0.001 0.032 -0.005 0.12
H -2.79775 -1.73447 6.62559 -0.021 0.012 -0.010 0.10
H -0.34662 -1.55109 6.62485 -0.005 -0.038 -0.005 0.11
H 0.88390 -1.00076 4.59970 -0.005 0.008 -0.023 0.09
S -2.29550 2.30642 -0.89492 0.253 -1.342 -0.320 0.69
C -0.57503 2.74955 -0.92221 -0.504 -0.518 0.012 -0.73
N -0.35049 4.03566 -1.01430 -0.248 0.378 -0.018 0.04
N 0.80745 4.62876 -0.95928 0.199 0.208 0.150 0.04
C 2.14540 4.18571 -0.93754 0.377 -0.135 0.021 -0.22
C 3.06107 5.00782 -0.28006 -0.163 0.002 0.035 -0.03
C 4.40267 4.67523 -0.24897 0.108 -0.048 -0.013 -0.09
C 4.85040 3.52443 -0.88434 -0.071 0.065 0.011 -0.08
C 3.94378 2.73361 -1.57629 0.027 0.168 -0.158 -0.09
C 2.59715 3.05464 -1.60794 0.023 0.071 -0.333 -0.02
N 0.34487 1.82309 -0.66999 0.335 0.175 0.114 0.04
N -0.08401 0.61337 -0.50112 -0.403 -0.286 0.269 -0.15
C 0.85826 -0.07819 0.42591 0.155 -0.150 0.073 -0.28
C 1.58614 0.82486 2.65218 0.039 -0.030 -0.035 -0.08
C 2.46218 -0.11800 2.99768 -0.081 0.042 0.074 -0.11
C 2.40662 -1.51897 2.57966 0.042 -0.113 0.025 -0.09
C 1.48856 -2.08612 1.79128 0.012 0.115 0.000 0.00
C 0.35493 -1.40025 1.08735 -0.249 0.098 -0.138 -0.11
H 0.69026 5.61528 -0.78432 0.038 0.024 -0.163 0.15
H 2.71342 5.90785 0.21511 -0.005 -0.013 0.013 0.11
H 5.10124 5.32152 0.26580 -0.008 -0.011 0.029 0.10
H 5.89765 3.25559 -0.85356 0.026 0.019 -0.021 0.10
H 4.28735 1.85587 -2.10794 -0.066 0.153 -0.016 0.09
H 1.90553 2.43950 -2.16633 0.177 0.075 0.023 0.11
H 1.64278 1.82285 3.07215 0.049 -0.013 0.014 0.12
H 3.24752 0.15220 3.69519 -0.005 0.024 -0.003 0.11
H 3.17249 -2.16016 3.00134 0.001 -0.020 -0.040 0.11
H 1.56106 -3.15038 1.60401 0.040 -0.002 -0.004 0.11
H -0.20393 -2.09424 0.47214 0.040 -0.017 0.002 0.10
Br -0.30547 -2.88772 -6.95679 -0.004 0.025 0.024 0.71
C -0.60025 -2.63856 -5.11053 0.031 -0.071 0.082 -0.76
C -0.23663 -3.62702 -4.19323 -0.035 0.101 -0.076 -0.76
Br 0.59577 -5.21473 -4.78019 -0.004 0.012 0.035 0.71
C -0.48588 -3.43603 -2.83400 0.057 -0.110 0.096 -0.65
Br 0.02876 -4.69100 -1.52174 -0.044 0.028 0.007 0.77
C -1.09683 -2.27411 -2.38154 0.049 -0.185 -0.224 -0.42
O -1.39879 -2.02518 -1.12804 -0.455 1.203 0.134 -0.23
C -1.40602 -1.25690 -3.29945 0.113 -0.201 -0.133 -0.40
O -1.90013 -0.15204 -2.76810 -0.297 -0.087 0.595 -0.29
C -1.17943 -1.45317 -4.65382 -0.027 0.125 -0.065 -0.65
Br -1.67355 -0.05135 -5.81361 0.008 0.000 0.038 0.77
```
Forces are in eV/Å.

Relative energy (zero: lowest compared OMol25 entry of this formula, charge and spin) in kJ/mol: 309.2
Total charge: 0
Kohn-Sham gap (alpha / beta) in Ha: 0.209 / 0.213
Spin multiplicity: 2
E_HOMO (alpha / beta) in Ha: -0.2614 / -0.2738